(1)
Entry from the Open Molecules 2025 dataset: a structure of composition H20O10Xe (the ωB97M-V functional and the def2-TZVPD basis).

Computed properties:
- E_LUMO: -0.169 eV
- ΔE to the lowest compared entry with this formula, charge and spin: 15.65 kcal per mole
- HOMO-LUMO gap: 10.057 eV

The geometry in XYZ format:
```
31
Properties=species:S:1:pos:R:3:forces:R:3:lowdin_charge:R:1
O -1.193 3.029 1.549 -0.176 -0.081 0.787 -0.09
H 0.515 3.163 -1.292 0.201 -0.445 -0.637 -0.02
H 0.255 4.608 -0.925 -0.104 0.246 -0.005 0.05
O 0.383 -0.700 -3.182 0.387 0.492 -0.733 -0.13
Xe 0.451 -0.140 -0.025 0.099 0.116 0.504 0.46
O -2.862 1.458 -0.282 -0.239 0.064 0.168 -0.06
H 2.926 -1.108 4.174 0.192 -0.128 0.335 0.06
O 4.131 0.145 1.766 0.539 -0.017 -0.496 -0.08
H -3.585 -2.060 2.748 -0.236 -0.076 0.125 0.03
O 0.620 3.793 -0.580 0.020 0.140 0.548 -0.06
H -0.168 -3.335 -0.638 -0.142 0.287 -0.291 -0.04
O 1.033 2.205 -2.952 -0.076 0.445 0.116 -0.06
H 0.294 -3.892 0.691 0.026 -0.022 0.251 0.02
O -1.484 -2.321 -1.909 0.061 0.083 0.039 -0.08
H -2.143 -2.379 -1.217 -0.252 0.072 0.338 0.06
H -0.554 3.158 0.848 0.439 0.250 -0.436 -0.04
H 3.465 -0.160 2.383 -0.476 -0.011 0.329 -0.04
H -1.870 2.476 1.159 -0.211 0.039 -0.284 -0.03
H 1.933 -1.514 3.106 -0.220 -0.265 -0.140 0.04
H -2.513 -1.034 2.444 0.136 0.281 0.143 0.02
H 4.172 1.091 1.905 0.014 0.225 -0.026 0.03
O 0.191 -4.124 -0.232 0.136 -0.303 0.023 -0.06
H 1.170 -1.109 -2.822 0.233 -0.169 0.043 0.02
O 2.233 -0.760 3.614 -0.078 0.198 -0.025 -0.05
H -0.339 -1.105 -2.702 -0.422 -0.211 0.242 -0.06
H -2.738 1.338 -1.224 0.078 0.080 -0.300 0.05
O -2.716 -1.965 2.356 0.160 -0.149 -0.313 -0.06
H -2.670 0.600 0.096 0.044 -0.298 0.073 0.00
H 0.867 1.280 -3.136 -0.348 -0.733 -0.079 -0.01
H 1.957 2.331 -3.164 0.238 0.172 0.006 0.05
H -1.758 -2.970 -2.557 -0.023 -0.278 -0.306 0.08
```
Positions in Å, forces in eV/Å.

---

(2)
Entry from the Open Molecules 2025 dataset: a cluster of 2 separate species, CH2N2O3 in total (the ωB97M-V functional and the def2-TZVPD basis).

Computed properties:
- E_LUMO (spin up / spin down): -0.771 / -0.025 eV
- ΔE to the lowest compared entry with this formula, charge and spin: 127.39 kcal per mole
- HOMO-LUMO gap (spin up / spin down): 8.925 / 9.697 eV

The geometry in XYZ format:
```
8
Properties=species:S:1:pos:R:3:forces:R:3:lowdin_charge:R:1
H 0.899 -0.632 -0.675 -0.075 0.044 0.108 0.10
O -2.232 -1.263 0.408 -1.223 -0.712 -0.222 0.13
C 1.228 0.100 0.060 0.827 -0.882 -0.599 -0.23
H 2.297 0.110 0.246 -0.013 0.133 0.112 0.11
O 0.579 1.332 0.016 0.117 1.145 -0.299 -0.05
O -1.538 0.251 -1.042 -1.012 -0.046 -1.123 0.12
N 0.346 0.528 1.072 -0.661 -0.377 0.672 0.09
N -1.579 -0.427 -0.086 2.040 0.696 1.350 -0.27
```
Positions in Å, forces in eV/Å.

---

(3)
Entry from the Open Molecules 2025 dataset: a structure of composition C21H35BeBr2CaClF4O10P (the ωB97M-V functional and the def2-TZVPD basis).

Computed properties:
- E_LUMO: -6.928 eV
- Net charge: +1
- HOMO-LUMO gap: 0.990 eV

The geometry in XYZ format:
```
76
Properties=species:S:1:pos:R:3:forces:R:3:lowdin_charge:R:1
H 0.555 -1.096 0.900 1.007 0.028 2.151 0.13
C -5.311 2.492 -5.999 1.069 0.442 -3.250 -0.33
O 4.102 4.237 1.526 -0.552 -0.012 0.712 0.15
H -5.658 -0.859 -2.482 0.086 0.176 0.315 0.07
C -6.470 -2.607 -3.444 0.593 -0.020 0.159 -0.13
F 2.441 -1.364 1.920 -3.013 0.592 -0.107 -0.14
C 6.624 1.117 5.838 -0.754 -0.124 0.600 -0.04
C 2.700 4.165 1.392 0.355 -0.028 -0.720 -0.34
O 3.177 5.301 3.293 0.580 -0.438 -0.222 0.07
Br -0.903 -5.934 -0.189 0.648 1.821 0.664 0.80
C 2.209 5.270 2.263 -0.960 0.601 0.440 -0.08
F 2.384 4.394 0.098 -0.209 -0.213 -0.341 0.08
H 2.192 6.238 1.751 0.048 -0.231 -0.185 0.15
H -5.596 1.986 -5.071 0.399 0.053 1.702 -0.07
H 6.618 1.324 4.765 0.046 0.125 0.398 0.06
H 1.656 0.723 3.366 -1.808 -0.868 -1.180 0.11
C -6.287 -3.961 -3.723 -0.048 -0.023 -0.123 -0.06
H 0.728 1.203 1.780 -0.014 -1.671 1.982 0.09
C 5.304 1.514 6.443 0.116 -0.975 0.418 -0.49
C 4.902 2.961 6.341 -0.586 -0.055 0.225 -0.02
H 4.092 -1.016 4.924 0.367 0.108 0.026 0.02
H -4.330 4.137 -5.002 -0.010 -0.078 -0.040 0.09
H -3.021 -3.670 2.282 1.311 -0.099 -2.168 0.12
C -4.033 0.627 -6.872 0.496 0.034 -0.437 -0.24
Be 1.268 -4.827 -0.538 0.988 1.893 -0.989 0.49
H -7.354 -2.092 -3.810 -0.307 -0.137 -0.006 0.07
Cl 8.334 -0.805 2.968 0.489 -0.283 -0.385 0.65
C -4.152 -0.234 -5.625 -0.112 0.482 -0.146 -0.10
O 4.582 0.688 6.999 0.117 0.664 -0.503 0.01
C -4.386 -2.578 -2.223 0.086 0.079 0.021 -0.08
F 2.235 -3.191 -2.196 -1.713 -2.440 2.393 -0.58
H -5.090 -0.803 -5.641 -0.194 -0.535 -0.200 0.04
O 7.236 -1.449 2.275 0.033 0.076 0.062 -0.40
O 7.845 0.370 3.662 0.401 -0.332 -0.576 -0.41
Br 1.955 -4.862 1.658 -1.320 0.219 -1.393 0.89
C -4.113 3.402 -5.783 0.155 0.071 0.579 -0.04
H 1.213 5.069 2.667 0.217 0.045 0.132 0.14
H -3.218 -3.900 0.347 1.523 0.640 2.135 0.07
H -3.317 -4.447 -2.138 -0.112 0.098 -0.100 0.09
C -5.517 -1.914 -2.696 -0.068 -0.513 -0.330 -0.14
C -1.075 -4.346 1.077 3.317 1.907 2.774 -0.60
C 0.167 -3.970 1.805 -3.866 0.000 -1.092 -0.79
H 2.353 3.170 1.690 0.025 0.008 -0.195 0.16
H -3.866 3.935 -6.708 -0.341 -0.384 -0.069 0.10
H 7.435 1.661 6.327 -0.001 0.132 -0.225 0.10
C 0.760 0.422 2.674 -0.093 -0.034 -0.848 -0.10
H 4.819 3.251 5.291 0.305 0.115 0.135 0.06
O 9.348 -0.413 2.008 -0.302 -0.080 0.245 -0.38
C -2.505 -3.535 1.231 -0.263 0.161 -1.091 -0.13
O 8.909 -1.729 3.926 -0.220 0.223 -0.110 -0.38
H -5.005 -5.676 -3.481 -0.070 0.184 0.019 0.12
H -4.151 0.366 -4.713 0.302 0.196 0.398 0.05
H -6.171 3.105 -6.292 -0.020 -0.223 -0.151 0.14
O 5.382 4.699 3.358 -2.956 0.232 -1.582 0.16
H -3.081 1.166 -6.889 -0.167 -0.009 -0.033 0.13
H 6.782 0.043 5.987 -0.030 0.304 -0.159 0.09
C 0.990 -1.053 1.996 1.256 0.210 -0.032 -0.46
H -3.646 -2.039 -1.635 -0.118 -0.051 -0.133 0.11
C 4.313 4.743 2.773 3.479 0.097 1.938 -0.49
C -5.150 -4.622 -3.258 -0.077 0.215 0.058 -0.04
C -4.201 -3.931 -2.505 -0.311 0.233 -0.070 -0.07
H 3.771 -1.345 3.468 0.467 0.129 0.081 -0.02
H -0.284 0.417 3.233 2.292 0.173 -1.076 0.09
H 5.637 3.588 6.853 0.023 0.029 -0.282 0.09
H -3.224 2.843 -5.481 -0.101 0.022 0.038 0.08
H -4.032 -0.026 -7.750 -0.164 0.417 0.028 0.14
O 4.510 -1.128 4.057 -0.816 -0.113 0.135 -0.05
H -3.314 -0.936 -5.564 -0.324 0.008 0.147 0.11
F -4.370 2.499 -8.782 0.491 0.412 -0.503 -0.52
H -2.366 -2.362 1.074 0.092 -2.723 0.335 0.10
O -5.117 1.537 -7.040 -1.789 -0.559 2.768 -0.20
Ca -6.882 0.624 -4.487 0.484 -0.618 -0.859 1.55
H 0.729 -2.738 4.224 0.412 -0.144 -1.059 -0.02
P 0.047 -2.430 2.992 -0.572 0.295 -1.318 0.95
H 3.927 3.101 6.821 0.161 -0.031 -0.027 0.08
H -7.030 -4.502 -4.304 0.146 0.093 0.103 0.12
```
Positions in Å, forces in eV/Å.

---

(4)
Entry from the Open Molecules 2025 dataset: an isolated molecule of C7H12NPS2 (the ωB97M-V functional and the def2-TZVPD basis).

Computed properties:
- E_LUMO (spin up / spin down): 0.719 / -2.578 eV
- ΔE to the lowest compared entry with this formula, charge and spin: 22.55 kcal per mole
- 2S+1: 3
- HOMO-LUMO gap (spin up / spin down): 5.184 / 6.046 eV

The geometry in XYZ format:
```
23
Properties=species:S:1:pos:R:3:forces:R:3:lowdin_charge:R:1
H -3.404 -0.782 -0.606 -1.500 -0.359 1.315 -0.08
H 0.117 3.244 1.233 -0.180 -0.250 0.076 0.09
S -2.104 -1.024 1.308 0.340 -0.042 -0.515 0.47
H 2.256 1.496 0.798 0.415 -0.828 -0.189 0.15
C 1.699 -0.640 0.329 0.271 -1.914 -0.937 -0.38
C 1.569 0.811 0.268 -0.717 3.548 0.163 -0.23
C 2.961 -1.064 -0.257 2.851 -0.319 -0.360 -0.10
H 0.412 -2.219 -0.627 0.197 -1.794 0.182 0.08
C 4.015 -1.278 -0.836 -3.457 0.536 1.825 0.15
H 4.815 -1.611 -1.393 1.316 -0.340 -0.748 0.01
H -4.429 -0.569 1.087 0.711 -0.987 -1.623 0.05
S -1.859 0.412 -1.747 -0.432 0.418 -1.447 0.23
C -0.335 2.462 0.611 -1.044 0.643 -0.908 -0.15
H -0.411 2.881 -0.441 1.240 -0.755 0.671 0.10
N 0.230 1.152 0.772 2.202 2.046 -0.613 -0.15
H -1.438 2.374 0.692 0.464 -0.013 1.037 0.07
C -3.727 -1.184 0.419 1.070 0.517 0.572 -0.47
H -3.917 -2.267 0.406 -0.434 0.579 -0.128 0.01
P -0.850 -0.254 -0.257 -3.160 -2.240 0.634 0.13
H 1.675 1.029 -0.816 -0.338 0.695 0.345 0.15
H 0.627 -0.845 -1.632 1.273 0.497 -2.304 0.04
H 1.460 -0.921 1.352 0.399 -0.793 0.035 0.15
C 0.637 -1.202 -0.663 -1.488 1.157 2.918 -0.30
```
Positions in Å, forces in eV/Å.

---

What did the first record say?
Entry from the Open Molecules 2025 dataset: a structure of composition H20O10Xe (the ωB97M-V functional and the def2-TZVPD basis).

Computed properties:
- E_LUMO: -0.169 eV
- ΔE to the lowest compared entry with this formula, charge and spin: 15.65 kcal per mole
- HOMO-LUMO gap: 10.057 eV

The geometry in XYZ format:
```
31
Properties=species:S:1:pos:R:3:forces:R:3:lowdin_charge:R:1
O -1.193 3.029 1.549 -0.176 -0.081 0.787 -0.09
H 0.515 3.163 -1.292 0.201 -0.445 -0.637 -0.02
H 0.255 4.608 -0.925 -0.104 0.246 -0.005 0.05
O 0.383 -0.700 -3.182 0.387 0.492 -0.733 -0.13
Xe 0.451 -0.140 -0.025 0.099 0.116 0.504 0.46
O -2.862 1.458 -0.282 -0.239 0.064 0.168 -0.06
H 2.926 -1.108 4.174 0.192 -0.128 0.335 0.06
O 4.131 0.145 1.766 0.539 -0.017 -0.496 -0.08
H -3.585 -2.060 2.748 -0.236 -0.076 0.125 0.03
O 0.620 3.793 -0.580 0.020 0.140 0.548 -0.06
H -0.168 -3.335 -0.638 -0.142 0.287 -0.291 -0.04
O 1.033 2.205 -2.952 -0.076 0.445 0.116 -0.06
H 0.294 -3.892 0.691 0.026 -0.022 0.251 0.02
O -1.484 -2.321 -1.909 0.061 0.083 0.039 -0.08
H -2.143 -2.379 -1.217 -0.252 0.072 0.338 0.06
H -0.554 3.158 0.848 0.439 0.250 -0.436 -0.04
H 3.465 -0.160 2.383 -0.476 -0.011 0.329 -0.04
H -1.870 2.476 1.159 -0.211 0.039 -0.284 -0.03
H 1.933 -1.514 3.106 -0.220 -0.265 -0.140 0.04
H -2.513 -1.034 2.444 0.136 0.281 0.143 0.02
H 4.172 1.091 1.905 0.014 0.225 -0.026 0.03
O 0.191 -4.124 -0.232 0.136 -0.303 0.023 -0.06
H 1.170 -1.109 -2.822 0.233 -0.169 0.043 0.02
O 2.233 -0.760 3.614 -0.078 0.198 -0.025 -0.05
H -0.339 -1.105 -2.702 -0.422 -0.211 0.242 -0.06
H -2.738 1.338 -1.224 0.078 0.080 -0.300 0.05
O -2.716 -1.965 2.356 0.160 -0.149 -0.313 -0.06
H -2.670 0.600 0.096 0.044 -0.298 0.073 0.00
H 0.867 1.280 -3.136 -0.348 -0.733 -0.079 -0.01
H 1.957 2.331 -3.164 0.238 0.172 0.006 0.05
H -1.758 -2.970 -2.557 -0.023 -0.278 -0.306 0.08
```
Positions in Å, forces in eV/Å.